DFT (wB97M-V/def2-TZVPD) results for 4 unconnected molecules or ions with the total composition C43H82BrF13N3S at a distorted geometry.

As for the multiplicity: 1. The charge is +1. The HOMO-LUMO gap is 0.358 hartree. For the strongest force on any atom, the calculation gives 2.82 eV Å⁻¹.

```
143
Properties=species:S:1:pos:R:3:forces:R:3
C -0.967 -5.309 0.497 -0.655 2.411 -1.310
C -1.302 -4.408 -0.257 1.395 -1.768 1.636
C -1.593 -3.284 -1.149 -1.196 -1.677 -0.060
C -1.866 -3.931 -2.523 -0.772 0.556 -0.458
C -2.575 -3.066 -3.589 0.720 -0.307 -0.443
C -2.864 -2.588 -0.550 -0.116 0.529 0.218
C -4.192 -3.349 -0.741 -0.769 0.570 0.191
Br -4.466 -4.730 0.636 0.264 -0.051 -0.291
C -5.414 -2.411 -0.611 -0.072 -0.866 0.632
C -5.565 -1.751 0.765 -0.320 0.738 -0.739
N -3.017 -1.213 -0.974 0.343 -0.256 -0.210
C -1.856 -0.367 -0.708 -0.069 0.068 -0.304
C -2.199 0.739 0.305 0.167 0.116 -0.108
C -2.372 2.104 -0.367 1.028 -0.332 0.928
C -1.015 2.620 -0.912 -0.771 0.328 -0.613
C -1.252 3.563 -2.114 0.282 -0.371 0.119
C -0.591 -1.136 -0.280 -0.799 1.217 1.438
N -0.539 -1.422 1.159 0.447 -0.494 -0.658
C 0.656 -0.854 1.810 0.534 -0.614 0.262
C 0.939 -1.639 3.087 -0.165 0.684 -0.085
C 2.076 -1.036 3.949 -0.376 -1.203 0.340
C 3.167 -2.101 4.126 0.172 0.095 -0.128
N -0.359 -2.372 -1.099 0.271 0.264 0.062
C 0.320 -2.159 -2.413 1.115 0.330 -0.095
C 1.602 -1.327 -2.346 -0.218 -0.164 -0.080
C 2.769 -2.095 -1.738 -0.092 2.210 -0.568
F 2.489 -2.525 -0.489 -0.241 -0.819 0.234
F 3.053 -3.099 -2.569 0.305 -0.883 0.193
C 3.969 -1.115 -1.607 0.183 -0.591 0.328
F 3.630 -0.222 -0.665 -0.007 0.077 0.570
F 4.114 -0.430 -2.737 -0.101 0.223 -0.688
C 5.335 -1.827 -1.314 0.099 0.391 -0.835
F 5.914 -1.982 -2.514 0.225 0.196 -0.531
F 5.174 -3.061 -0.862 -0.337 -0.432 0.887
C 6.351 -0.990 -0.478 0.317 -0.507 0.298
F 6.271 0.286 -0.779 -0.657 0.891 -0.279
F 7.561 -1.369 -0.848 0.604 -0.735 -0.009
S 6.261 -1.207 1.395 0.347 1.389 0.677
F 5.744 0.280 1.584 -0.255 0.082 -0.029
F 4.747 -1.670 1.329 -0.198 -0.500 -0.185
F 6.793 -2.669 1.270 -0.127 -0.591 -0.312
F 7.732 -0.656 1.504 0.321 -0.077 -0.032
F 6.230 -1.387 2.951 -0.109 -0.080 0.213
H -0.740 -5.904 1.342 0.089 -0.569 0.058
H -2.539 -4.755 -2.309 0.032 -0.148 0.203
H -0.999 -4.425 -2.948 0.328 0.131 0.177
H -2.195 -3.379 -4.560 -0.033 0.046 -0.131
H -3.644 -3.237 -3.639 -0.169 0.159 0.247
H -2.370 -2.001 -3.523 -0.102 0.071 0.092
H -2.719 -2.553 0.532 0.153 0.035 0.056
H -4.317 -3.855 -1.689 0.377 -0.191 -0.041
H -6.266 -3.081 -0.721 -0.135 0.042 -0.240
H -5.477 -1.714 -1.441 0.266 0.173 -0.003
H -6.105 -0.815 0.619 -0.056 0.066 0.101
H -6.179 -2.356 1.421 0.241 -0.152 0.241
H -4.618 -1.473 1.216 0.100 -0.197 0.178
H -3.376 -1.127 -1.911 0.094 0.032 -0.059
H -1.577 0.150 -1.634 -0.080 -0.154 -0.172
H -3.097 0.417 0.826 -0.079 0.047 0.065
H -1.428 0.865 1.064 0.102 -0.178 0.031
H -3.142 2.076 -1.134 -0.054 0.068 -0.079
H -2.656 2.776 0.440 -0.493 0.266 -0.230
H -0.352 1.792 -1.178 -0.055 -0.093 -0.184
H -0.474 3.181 -0.154 -0.045 -0.117 0.298
H -2.265 3.449 -2.493 -0.114 0.145 0.006
H -0.599 3.341 -2.954 0.230 0.120 0.000
H -1.098 4.593 -1.807 -0.074 0.176 -0.174
H 0.198 -0.401 -0.410 0.359 -0.313 -0.581
H -0.500 -2.425 1.324 -0.347 0.007 0.114
H 0.537 0.207 2.022 -0.311 0.085 0.029
H 1.558 -0.948 1.188 -0.089 0.118 -0.199
H 1.223 -2.658 2.815 -0.089 -0.109 -0.100
H -0.005 -1.714 3.629 0.047 0.036 0.221
H 1.654 -0.865 4.936 0.078 0.484 0.078
H 2.471 -0.097 3.568 -0.043 0.048 -0.211
H 3.295 -2.667 3.203 0.167 0.036 -0.098
H 2.878 -2.826 4.884 -0.057 -0.024 0.089
H 4.138 -1.695 4.400 -0.027 0.085 0.108
H 0.308 -2.914 -0.543 0.088 0.038 -0.050
H 0.665 -3.131 -2.747 -0.450 -0.234 -0.204
H -0.316 -1.704 -3.157 -0.499 -0.100 0.146
H 1.493 -0.328 -1.934 -0.036 -0.037 0.249
H 1.894 -1.173 -3.382 -0.018 0.047 -0.142
C 0.946 -8.304 3.134 -0.190 -0.013 0.095
C 0.448 -7.288 4.160 0.087 -0.066 -0.223
C 1.439 -6.157 4.413 -0.078 0.192 0.075
C 2.786 -6.574 5.004 0.032 -0.100 -0.069
C 2.702 -7.320 6.334 0.006 0.138 0.073
C 2.084 -6.491 7.456 -0.002 -0.134 -0.018
H 1.849 -8.814 3.469 0.023 0.030 -0.018
H 0.187 -9.067 2.956 0.039 -0.020 -0.050
H 1.163 -7.815 2.181 0.073 -0.037 -0.007
H 0.193 -7.801 5.090 0.012 0.053 0.026
H -0.484 -6.846 3.791 -0.049 -0.035 0.083
H 0.963 -5.422 5.069 0.051 0.017 0.010
H 1.621 -5.637 3.464 0.022 0.002 0.004
H 3.397 -5.675 5.138 -0.002 -0.004 0.015
H 3.325 -7.195 4.283 -0.012 0.013 -0.018
H 3.713 -7.611 6.630 -0.009 -0.046 -0.027
H 2.140 -8.250 6.213 0.014 -0.005 -0.033
H 2.657 -5.576 7.624 -0.029 0.021 -0.009
H 2.075 -7.056 8.388 -0.010 0.046 0.022
H 1.052 -6.212 7.232 0.004 0.023 0.014
C -1.749 5.696 2.264 -0.050 0.207 -0.118
C -0.838 6.619 1.460 0.012 -0.171 -0.033
C 0.629 6.189 1.480 0.026 0.082 -0.036
C 1.284 6.189 2.862 -0.050 -0.067 0.053
C 1.250 7.531 3.592 0.134 0.026 -0.059
C 2.006 8.637 2.860 -0.107 0.015 0.086
H -1.484 5.688 3.322 0.001 -0.075 -0.007
H -2.785 6.031 2.186 -0.020 -0.070 0.041
H -1.695 4.676 1.875 0.018 -0.038 0.097
H -0.939 7.644 1.824 0.033 0.003 -0.007
H -1.179 6.629 0.421 -0.004 0.061 0.005
H 1.195 6.837 0.807 0.017 -0.011 0.011
H 0.708 5.179 1.060 -0.017 -0.001 -0.005
H 2.326 5.872 2.751 0.006 0.020 0.010
H 0.808 5.433 3.494 -0.005 -0.008 -0.019
H 1.697 7.398 4.580 -0.048 -0.010 0.017
H 0.217 7.845 3.763 -0.009 -0.033 0.007
H 3.053 8.364 2.717 -0.004 0.000 -0.040
H 1.977 9.563 3.435 0.035 0.015 -0.031
H 1.570 8.846 1.882 0.026 0.003 -0.010
C -3.783 6.582 -4.611 -0.123 -0.055 -0.069
C -3.695 5.317 -5.459 0.085 0.033 0.140
C -2.269 4.970 -5.883 -0.008 -0.094 -0.043
C -1.582 6.012 -6.768 -0.013 0.083 0.041
C -2.315 6.340 -8.067 0.088 -0.106 -0.058
C -2.453 5.142 -9.004 -0.085 0.110 0.004
H -3.441 7.461 -5.160 0.020 0.005 0.022
H -4.814 6.768 -4.307 0.022 0.037 0.030
H -3.179 6.487 -3.706 0.031 0.032 -0.016
H -4.340 5.416 -6.336 0.020 -0.018 -0.014
H -4.096 4.480 -4.879 -0.030 -0.014 -0.046
H -2.280 4.005 -6.399 0.017 0.012 -0.016
H -1.659 4.823 -4.985 -0.015 0.015 0.012
H -0.576 5.652 -7.008 -0.004 0.006 -0.020
H -1.440 6.936 -6.201 0.001 -0.017 0.020
H -1.763 7.127 -8.586 -0.032 0.033 0.024
H -3.305 6.751 -7.852 0.013 0.018 0.026
H -1.472 4.741 -9.268 -0.008 -0.033 0.017
H -2.955 5.435 -9.926 0.017 -0.046 -0.017
H -3.040 4.341 -8.552 0.016 -0.017 -0.010
```
Forces are in eV/Å.